21
Properties=species:S:1:pos:R:3:mulliken_spin:R:1 method="wB97M-V/def2-TZVPD" multiplicity=2 e_lumo_ev="-3.91 / -7.24" orbital_gap_ev="10.03 / 6.77" homo_energy_ha="-0.51254 / -0.51500" s2=0.768 de_lowest_ev=1.534 total_charge=+1
C -2.34012 1.29637 -0.55174 0.00
N -2.28047 0.11420 0.33508 0.31
C -1.01183 -0.54990 0.51004 0.12
C -1.00296 -1.24919 1.68454 0.46
C 1.73209 0.91202 -1.69205 0.00
C 0.72772 0.78075 -0.64048 0.04
C 0.07596 -0.37333 -0.42339 -0.01
H -3.36177 1.66999 -0.61909 0.00
H -2.10541 0.89234 -1.54512 0.01
H -1.68530 2.11522 -0.29932 0.01
H -2.53745 0.39114 1.28465 -0.01
H -0.30757 -2.04636 1.93536 0.02
H -1.82640 -1.13529 2.36842 0.02
H 2.79318 0.95617 -1.37750 0.01
H 1.67736 0.04446 -2.38503 0.00
H 1.57876 1.76972 -2.36467 0.00
H 0.43837 1.74617 -0.22141 0.00
H 0.37791 -1.26139 -0.95672 0.01
H 3.17820 -1.60764 1.52717 0.00
H 3.63649 -0.26006 0.95275 0.00
O 3.17114 -1.08209 0.72403 0.00